Entry 1:
The following is a DFT calculation (ωB97M-V/def2-TZVPD) of the molecule C12H12O5S.

Computed properties:
Relative energy (zero: lowest compared OMol25 entry of this formula, charge and spin): 52.2 kcal per mole
HOMO level: -8.2 eV
Structure (SMILES): COc1cc2sc(C)c(C(=O)OO)c2cc1OC
LUMO level: 0.165 eV
Total charge: 0

Each line ends with the Löwdin charge.
CARTESIAN COORDINATES (ANGSTROEM)
C  -0.45927  3.09034  -3.06562  -0.054
O  -0.11186  3.17435  -1.64021  -0.133
C  -0.21910  2.03970  -0.85896  -0.190
C  -1.37816  1.16049  -1.04645  0.041
C  -1.36005  -0.08500  -0.28487  -0.435
S  -2.67636  -1.27871  -0.06627  1.039
C  -1.62674  -2.40470  0.88157  -0.503
C  -1.86446  -3.80068  0.99914  -0.094
C  -0.43729  -1.79201  1.11509  -0.160
C  0.51324  -2.34246  2.05409  -0.357
O  1.58182  -2.61739  1.47721  0.104
O  0.06563  -3.02089  3.18060  0.025
O  1.05082  -3.93563  3.75610  0.053
C  -0.34332  -0.45845  0.50991  -0.251
C  0.70549  0.40318  0.71194  0.080
C  0.78932  1.67896  0.07013  -0.195
O  1.92479  2.39214  0.41945  -0.094
C  2.47937  3.09361  -0.75306  -0.056
H  -1.53065  3.19942  -3.31454  0.086
H  -0.36479  2.14675  -3.59400  0.086
H  0.15914  3.85347  -3.53201  0.089
H  -2.26016  1.48767  -1.57787  0.106
H  -0.97251  -4.35883  0.64362  0.121
H  -2.67347  -4.00767  0.30035  0.072
H  -2.27881  -3.95423  2.05065  0.126
H  1.87354  -3.92057  3.32439  0.057
H  1.58014  0.25704  1.31265  0.129
H  1.99872  4.15516  -0.84514  0.113
H  2.26051  2.57231  -1.70974  0.095
H  3.57448  3.27262  -0.51815  0.101

---

Entry 2:
The following is a DFT calculation (ωB97M-V/def2-TZVPD) of a cluster of 2 separate species, C2H8NO in total.

Computed properties:
Relative energy (zero: lowest compared OMol25 entry of this formula, charge and spin): 36.5 kcal per mole
Expectation value of S²: 0.75
Spin multiplicity: 2
HOMO level (alpha / beta): -8.4 / -8.4 eV
LUMO level (alpha / beta): 0.885 / -2.453 eV
Total charge: 0

Each line ends with the Mulliken spin population.
CARTESIAN COORDINATES (ANGSTROEM)
O  -1.08038  2.32749  -1.96894  1.020
H  -1.70500  2.26768  -2.72125  -0.022
C  0.95066  -0.08678  1.31090  0.000
C  0.41344  -0.99324  0.20910  0.001
N  -0.72507  -0.46604  -0.53145  0.004
H  1.49469  0.76503  0.91258  0.000
H  1.57135  -0.70791  1.91632  0.000
H  0.13801  0.36657  1.88268  0.000
H  0.11170  -2.02110  0.72396  0.000
H  1.25592  -1.21674  -0.40515  0.000
H  -0.72402  0.38081  -1.13289  -0.002
H  -1.70129  -0.61578  -0.19587  0.000

---

Entry 3:
The following is a DFT calculation (ωB97M-V/def2-TZVPD) of a cluster of 8 separate species, C4H24N2O8 in total.

Computed properties:
Relative energy (zero: lowest compared OMol25 entry of this formula, charge and spin): 29.4 kcal per mole
Expectation value of S²: 0.78
Spin multiplicity: 2
HOMO level (alpha / beta): -13.9 / -13.8 eV
LUMO level (alpha / beta): -3.771 / -8.677 eV
Total charge: +1

Each line ends with the Mulliken spin population.
CARTESIAN COORDINATES (ANGSTROEM)
N  2.56634  1.76802  -1.53165  0.005
C  1.42226  2.37411  -0.85095  0.001
C  1.16712  1.54892  0.43566  -0.103
N  0.14235  1.72915  1.37280  0.684
C  -1.15944  2.29581  1.01099  0.008
C  -1.73767  1.38038  -0.06480  0.063
O  2.03734  0.79234  0.84677  0.335
H  2.25497  0.93173  -2.01524  0.001
H  3.38435  1.57123  -0.96625  0.000
H  0.56866  2.27855  -1.52065  -0.004
H  1.57836  3.44022  -0.62970  -0.004
H  0.09661  1.09889  2.17500  -0.040
H  -1.93594  2.27996  1.78997  0.002
H  -1.03595  3.30353  0.53472  0.027
H  -1.23682  1.44238  -1.02899  -0.003
H  -1.82778  0.32590  0.24059  0.011
H  -2.75242  1.50524  -0.38240  0.003
H  0.02195  -1.58080  3.61959  0.000
H  -1.04839  -1.57062  2.51851  0.000
O  -0.17178  -1.21248  2.74776  0.000
H  3.29173  -0.94091  2.24552  -0.001
H  1.75647  -1.09077  2.23492  0.000
O  2.57663  -1.49184  1.91313  0.013
H  -2.95429  -2.14458  0.51076  0.000
H  -1.39812  -1.56147  0.43192  0.001
O  -2.18748  -1.78233  0.96512  0.000
H  -0.35699  -0.50536  -1.82650  0.001
H  0.17260  -1.71362  -1.21437  -0.001
O  -0.61102  -1.13581  -1.14154  -0.001
H  -4.27063  -0.25895  -0.02099  0.000
H  -3.09256  -0.77913  -0.85278  0.000
O  -4.05216  -0.75982  -0.81219  0.001
H  1.94455  -2.75466  0.13397  0.000
H  2.11675  -1.32636  -0.12030  0.001
O  1.87842  -2.15642  -0.62492  0.001
H  1.12741  -1.07949  -3.64465  0.000
H  1.19767  -2.43562  -3.10980  0.000
O  0.52694  -1.78532  -3.36904  0.000

---

Entry 4:
The following is a DFT calculation (ωB97M-V/def2-TZVPD) of a cluster of 11 separate species, C5H33N2O11 in total.

Computed properties:
Relative energy (zero: lowest compared OMol25 entry of this formula, charge and spin): 98.8 kcal per mole
HOMO level: -12.4 eV
LUMO level: -2.615 eV
Total charge: +1

Each line ends with the Löwdin charge.
CARTESIAN COORDINATES (ANGSTROEM)
N  -0.46207  -0.72060  -0.29983  0.173
C  -0.38665  0.21476  -1.43610  -0.108
C  -0.61173  1.67646  -0.98676  -0.510
N  0.25177  2.66508  -0.76894  0.083
C  2.52792  3.13155  0.07158  -0.036
C  1.67132  2.65358  -1.21431  -0.379
C  1.72448  3.41465  -2.49280  -0.073
O  -1.73007  1.99779  -0.78341  0.064
H  0.08758  -0.27260  0.53767  0.162
H  -1.35170  -1.20998  -0.01577  0.132
H  -0.10356  -1.61317  -0.73412  0.111
H  -1.06087  -0.11396  -2.29541  0.124
H  0.59639  0.05050  -1.98429  0.093
H  -0.02029  3.59774  -0.40293  0.187
H  1.96845  2.97329  1.02954  0.074
H  2.77599  4.13125  0.16441  0.036
H  3.40681  2.40761  0.17966  0.095
H  2.18459  1.59527  -1.39215  0.157
H  0.78007  3.74740  -2.92712  0.078
H  2.00990  2.83671  -3.46099  0.107
H  2.33684  4.28857  -2.26601  0.079
H  -2.07486  -2.09264  2.53118  0.073
H  -3.10151  -1.34146  1.74962  0.054
O  -2.40153  -2.01157  1.55102  -0.105
H  1.80562  0.66513  1.74179  -0.049
H  0.78892  -0.26587  2.58118  0.037
O  1.68636  -0.12609  2.13301  -0.030
H  3.70448  -1.59421  1.25678  0.107
H  2.70124  -1.75303  0.10188  -0.013
O  3.42847  -2.17083  0.47538  -0.031
H  -0.73054  -3.99411  -0.75376  0.065
H  0.79586  -3.84336  -0.20331  0.053
O  0.06254  -3.44193  -0.80158  -0.087
H  1.13077  0.12756  -4.18825  0.103
H  1.46869  -1.31575  -3.99919  0.068
O  0.78729  -0.69214  -3.69117  -0.090
H  -3.52810  1.12648  0.96558  0.037
H  -4.00357  2.33494  1.65950  0.019
O  -3.70616  1.48573  1.84610  -0.018
H  -0.51177  0.83209  3.38901  0.052
H  -1.63550  1.27804  2.40685  0.020
O  -0.67527  1.19245  2.47321  -0.069
H  -1.02968  -0.55858  4.19904  0.046
H  -0.20790  -1.80992  4.41085  0.132
O  -0.70549  -1.30292  3.69068  -0.066
H  -3.47196  0.22583  -2.42155  0.042
H  -3.78120  -1.08839  -3.15350  0.075
O  -3.13731  -0.67478  -2.52620  -0.071
H  2.46583  -3.54752  0.97456  -0.012
H  2.69825  -5.02428  1.17245  0.076
O  1.98220  -4.38617  1.01693  -0.067